(1)
{"formula": "C15H30F3N3O7P2S3Sn", "method": "wB97M-V/def2-TZVPD", "species": ["C", "S", "C", "C", "H", "O", "H", "H", "S", "C", "H", "H", "O", "C", "O", "S", "H", "P", "C", "H", "H", "C", "C", "C", "H", "H", "H", "H", "H", "P", "O", "H", "H", "H", "N", "H", "N", "H", "H", "H", "H", "H", "F", "H", "O", "Sn", "C", "F", "H", "C", "C", "H", "H", "C", "H", "H", "H", "N", "O", "C", "O", "C", "H", "F"], "coordinates": [[-3.668, 1.624, 0.572], [-3.116, -3.790, 0.675], [-1.068, 1.238, -5.765], [-1.728, -3.622, 1.729], [-1.646, -5.667, 2.278], [2.709, 0.636, -0.259], [0.468, -5.433, 3.675], [-2.648, -0.103, -5.161], [-0.618, -0.566, -2.454], [-2.756, -2.203, 0.077], [1.908, -0.606, -6.814], [-3.013, -0.832, -1.354], [-0.073, 2.317, -0.535], [3.254, 0.884, -4.910], [0.052, 0.677, -5.021], [-0.534, -2.257, -5.326], [0.036, 5.064, 0.888], [-1.139, 2.334, 0.691], [-1.305, -4.709, 2.672], [3.619, -1.068, -6.825], [-3.186, 1.522, -5.635], [-0.297, 2.973, -1.802], [-0.908, 4.864, 1.399], [3.197, -0.492, -0.038], [4.214, 1.008, -5.416], [-1.153, -0.288, -7.281], [-1.256, 3.486, -1.809], [3.340, 1.273, -3.895], [-4.066, -2.152, -1.465], [0.197, -0.764, -4.341], [-2.416, 1.723, -0.117], [-0.697, 4.552, 2.425], [-0.278, 2.217, -2.585], [-0.045, 1.047, -7.654], [-1.135, -2.495, 1.588], [3.670, -1.146, -4.381], [-3.509, -1.569, -0.864], [-3.952, 2.586, 1.000], [-0.869, 2.308, -5.716], [-3.614, 0.869, 1.361], [0.568, -3.738, 3.167], [2.390, -2.205, -6.239], [5.366, -1.474, 0.082], [-1.816, -4.559, 3.626], [-1.668, 3.877, 0.702], [0.537, -0.415, -0.211], [-1.009, 0.789, -7.212], [5.202, 0.593, 0.686], [0.511, 3.685, -1.955], [2.681, -1.158, -6.275], [0.209, -4.727, 2.887], [0.724, -5.023, 1.972], [-1.503, 5.772, 1.417], [-2.410, 0.962, -5.111], [-2.397, 1.269, -4.064], [-1.797, 1.291, -7.780], [-4.412, 1.324, -0.159], [-1.715, -1.667, 0.655], [1.742, -0.766, -3.997], [4.569, -0.578, 0.670], [2.630, -1.583, -0.288], [2.884, -0.588, -4.885], [2.494, 1.458, -5.442], [4.378, -0.966, 1.944]], "lowdin_charge": [-0.13, 1.10, -0.44, -0.60, 0.10, -0.08, 0.07, 0.06, 0.25, -0.72, 0.07, 0.03, -0.49, -0.04, -0.32, 0.28, 0.08, 0.78, -0.24, 0.09, 0.09, -0.09, -0.13, -0.65, 0.09, 0.04, 0.08, 0.08, 0.10, -0.12, -0.39, 0.08, 0.04, 0.08, -0.01, 0.14, 0.10, 0.08, 0.14, 0.08, 0.07, 0.07, 0.16, 0.11, -0.36, 1.25, -0.06, 0.16, 0.09, -0.07, -0.10, 0.08, 0.08, -0.08, 0.06, 0.08, 0.08, -0.12, -0.32, -0.56, -0.10, -0.42, 0.07, 0.15], "homo_lumo_gap_ha": 0.3081, "total_charge": 0}

***

(2)
{"formula": "C15H30FN3O4", "method": "wB97M-V/def2-TZVPD", "species": ["H", "C", "H", "H", "H", "F", "H", "H", "H", "C", "O", "C", "N", "H", "H", "H", "C", "H", "H", "H", "C", "C", "O", "H", "H", "H", "C", "H", "H", "O", "H", "H", "H", "H", "H", "C", "H", "C", "C", "C", "N", "H", "H", "O", "N", "C", "C", "H", "H", "H", "C", "C", "H"], "coordinates": [[13.267, 29.262, 10.440], [12.512, 35.429, 10.173], [14.642, 34.281, 11.880], [15.697, 32.339, 7.475], [15.670, 36.130, 8.242], [17.010, 36.126, 5.941], [15.334, 35.194, 14.169], [19.443, 37.097, 6.420], [13.394, 34.491, 12.504], [17.494, 36.471, 7.148], [13.588, 29.891, 7.664], [13.050, 35.898, 11.406], [17.648, 32.506, 10.827], [17.368, 31.660, 14.164], [17.988, 33.117, 8.882], [16.591, 36.726, 10.432], [17.202, 36.808, 9.529], [19.441, 32.465, 9.742], [12.278, 30.751, 10.318], [16.254, 32.824, 13.440], [14.640, 35.844, 13.436], [18.639, 33.051, 9.956], [12.813, 37.136, 11.703], [15.296, 31.295, 6.008], [12.257, 34.464, 10.334], [13.903, 30.626, 11.437], [16.926, 31.914, 13.217], [16.214, 31.311, 12.700], [15.114, 36.722, 12.957], [15.188, 33.495, 10.460], [20.366, 37.717, 8.543], [15.554, 30.444, 9.770], [19.050, 37.237, 10.609], [16.602, 30.567, 7.137], [16.673, 32.822, 10.669], [18.012, 32.378, 12.261], [12.881, 35.944, 9.352], [13.515, 30.381, 10.490], [16.659, 36.456, 8.229], [18.585, 37.136, 9.658], [14.011, 35.076, 12.359], [13.897, 36.047, 14.027], [17.396, 31.354, 10.404], [19.138, 32.713, 12.688], [14.596, 30.929, 9.556], [15.516, 31.242, 7.143], [18.786, 36.947, 7.305], [18.882, 34.086, 10.134], [11.373, 35.661, 10.213], [14.839, 31.963, 9.740], [19.384, 37.203, 8.520], [14.487, 30.630, 8.153], [15.003, 34.252, 9.801]], "lowdin_charge": [0.13, 0.01, 0.15, 0.08, 0.07, 0.08, 0.16, 0.14, 0.04, -0.29, 0.12, -0.26, 0.01, 0.11, 0.17, 0.08, -0.06, 0.07, 0.21, 0.11, 0.02, -0.02, 0.11, 0.12, 0.05, 0.04, 0.04, 0.06, 0.12, -0.39, 0.13, 0.20, 0.09, 0.17, 0.04, -0.35, 0.10, 0.00, -0.02, -0.09, 0.07, 0.03, 0.28, 0.15, 0.03, -0.01, -0.02, 0.10, 0.17, 0.10, -0.08, -0.40, 0.03], "homo_lumo_gap_ha": 0.2441, "total_charge": 2}

***

Calculated relative energy (zero: lowest compared OMol25 entry of this formula, charge and spin), 44.90 102.93 kJ/mol (same order as the records).
Calculated HOMO level, -8.06 -14.11 eV (same order as the records).